No. 1
Density functional theory data (the ωB97M-V functional and the def2-TZVPD basis) for 13 unconnected molecules or ions with the total composition C58H146N16O13 in a non-equilibrium geometry.

Geometry as XYZ:
```
233
Properties=species:S:1:pos:R:3
C 1.054 -2.629 3.852
O 1.113 -3.899 3.996
N 0.507 -2.079 2.769
N 1.490 -1.806 4.885
H 0.576 -1.092 2.559
H 0.302 -2.725 1.979
H 1.688 -0.826 4.803
H 1.919 -2.339 5.594
C 0.868 -3.061 -4.664
O 0.593 -3.179 -3.464
N 2.153 -2.715 -5.103
N -0.151 -3.089 -5.595
H 2.863 -2.668 -4.367
H 2.489 -2.945 -6.012
H -0.127 -2.475 -6.419
H -0.984 -2.965 -5.043
C 3.879 -2.598 -1.736
O 3.994 -1.916 -2.756
N 4.928 -2.840 -0.952
N 2.700 -3.094 -1.285
H 5.725 -2.283 -1.155
H 4.728 -3.067 0.017
H 1.847 -2.950 -1.776
H 2.724 -3.800 -0.543
C 4.306 -4.783 4.399
C 4.736 -4.157 3.012
C 6.254 -4.188 2.792
C 6.703 -5.645 2.657
C 6.176 -6.104 1.309
C 4.651 -6.172 1.278
N 4.203 -4.805 1.775
O 2.754 -4.791 1.724
C 4.108 -6.340 -0.170
C 4.169 -7.293 2.171
C 4.274 -2.728 2.930
H 4.890 -4.354 5.256
H 4.487 -5.860 4.530
H 3.207 -4.666 4.576
H 6.615 -3.651 1.912
H 6.673 -3.830 3.729
H 6.474 -6.409 3.440
H 7.800 -5.601 2.508
H 6.481 -7.058 0.990
H 6.410 -5.405 0.433
H 4.480 -7.207 -0.740
H 2.970 -6.461 -0.209
H 4.366 -5.424 -0.728
H 4.659 -7.241 3.139
H 3.103 -7.235 2.336
H 4.356 -8.271 1.752
H 4.663 -2.159 3.795
H 3.181 -2.666 2.912
H 4.628 -2.126 2.077
H 2.383 -4.730 2.590
C -7.011 -0.870 1.205
C -6.641 -0.270 -0.095
C -6.755 -1.274 -1.230
C -6.709 -0.681 -2.637
C -7.758 0.349 -2.743
C -7.520 1.507 -1.694
N -7.577 0.774 -0.334
O -7.509 1.745 0.753
C -6.307 2.364 -2.019
C -8.825 2.293 -1.779
C -5.142 0.182 0.019
H -6.601 -1.870 1.204
H -8.095 -0.909 1.280
H -6.654 -0.273 2.008
H -6.013 -2.016 -1.100
H -7.700 -1.818 -1.172
H -6.898 -1.443 -3.358
H -5.701 -0.267 -2.780
H -8.653 -0.167 -2.354
H -7.906 0.835 -3.709
H -5.392 1.848 -1.839
H -6.488 2.779 -3.020
H -6.292 3.274 -1.361
H -8.888 2.769 -2.807
H -9.682 1.666 -1.554
H -8.831 3.155 -1.131
H -4.975 1.121 0.540
H -4.624 0.239 -0.941
H -4.598 -0.530 0.738
H -8.398 1.642 1.120
C -0.810 4.518 -5.133
C -1.586 4.970 -3.785
C -3.098 4.619 -3.934
C -3.563 3.244 -3.575
C -2.884 2.864 -2.272
C -1.348 3.156 -2.065
N -1.020 4.474 -2.497
O 0.376 4.762 -2.420
C -1.060 3.105 -0.542
C -0.518 2.114 -2.743
C -1.419 6.544 -3.704
H -0.925 3.456 -5.432
H 0.256 4.903 -5.043
H -1.259 5.045 -6.028
H -3.539 5.395 -3.285
H -3.383 4.839 -4.958
H -3.112 2.544 -4.303
H -4.647 3.068 -3.564
H -2.970 1.802 -2.048
H -3.384 3.404 -1.429
H -1.743 3.691 0.040
H -1.041 2.021 -0.421
H -0.029 3.334 -0.346
H -0.450 2.307 -3.835
H 0.552 2.171 -2.425
H -0.830 1.162 -2.494
H -1.675 7.052 -4.633
H -0.325 6.718 -3.571
H -1.873 6.867 -2.687
H 0.808 4.232 -3.107
C -2.468 -3.979 2.878
C -2.221 -3.376 4.191
C -3.432 -2.992 4.944
O -4.119 -2.008 4.173
C -5.257 -1.604 4.833
N -1.477 -4.237 5.184
H -1.604 -4.301 2.342
H -3.111 -3.383 2.233
H -3.047 -4.910 3.091
H -1.668 -2.421 4.084
H -3.119 -2.559 5.907
H -4.253 -3.728 5.181
H -4.907 -0.877 5.561
H -5.832 -2.401 5.228
H -5.898 -1.108 4.181
H -2.026 -4.998 5.487
H -0.526 -4.540 4.955
C -2.497 1.428 2.527
C -2.737 2.739 3.259
C -4.153 3.327 2.904
O -4.090 3.745 1.543
C -5.081 4.670 1.146
N -2.455 2.606 4.694
H -2.645 1.387 1.446
H -3.142 0.684 3.054
H -1.470 1.133 2.711
H -2.130 3.526 2.784
H -4.454 4.078 3.646
H -4.991 2.612 3.124
H -6.098 4.398 1.523
H -5.079 4.685 0.068
H -4.853 5.711 1.497
H -2.760 1.731 5.091
H -2.967 3.348 5.274
C 7.152 -0.678 -3.811
C 6.305 0.345 -2.982
C 6.878 0.610 -1.661
O 6.683 -0.635 -0.920
C 7.475 -0.688 0.311
N 6.153 1.696 -3.513
H 6.627 -0.966 -4.773
H 7.337 -1.546 -3.198
H 8.047 -0.167 -4.155
H 5.356 -0.123 -2.772
H 6.493 1.498 -1.101
H 7.937 0.743 -1.881
H 7.144 0.144 1.069
H 8.581 -0.605 0.009
H 7.261 -1.688 0.657
H 5.524 1.727 -4.421
H 7.020 1.956 -3.945
C 4.920 3.987 0.037
C 3.493 4.165 -0.334
C 2.568 4.683 0.700
O 2.360 3.718 1.757
C 1.315 4.034 2.636
N 3.416 5.093 -1.475
H 5.366 4.908 0.421
H 5.498 3.699 -0.828
H 5.058 3.254 0.797
H 3.058 3.214 -0.626
H 1.587 4.874 0.221
H 2.896 5.733 1.002
H 1.705 4.606 3.528
H 0.859 3.157 3.100
H 0.615 4.731 2.126
H 2.467 5.141 -1.844
H 4.055 4.765 -2.209
C 2.219 2.090 5.967
C 3.244 1.867 4.852
C 4.622 1.633 5.478
O 5.551 1.495 4.399
C 6.926 1.436 4.802
N 2.842 0.770 4.019
H 2.290 1.357 6.731
H 1.169 2.154 5.521
H 2.434 3.057 6.457
H 3.319 2.823 4.285
H 4.651 0.643 6.029
H 4.802 2.413 6.198
H 7.541 1.597 3.927
H 7.133 0.493 5.281
H 7.150 2.249 5.504
H 3.612 0.421 3.425
H 2.036 0.992 3.490
C -2.714 -0.493 -4.608
C -3.332 -1.169 -5.694
C -4.721 -0.495 -5.928
O -5.409 -1.016 -7.088
C -6.464 -0.291 -7.731
N -2.395 -1.217 -6.808
H -3.477 -0.294 -3.822
H -2.193 0.450 -4.849
H -1.936 -1.117 -4.123
H -3.487 -2.208 -5.454
H -4.682 0.527 -6.067
H -5.292 -0.693 -5.008
H -6.035 0.614 -8.110
H -7.326 0.005 -7.083
H -6.853 -0.873 -8.562
H -2.668 -1.693 -7.710
H -1.951 -0.333 -7.026
C 2.852 -0.117 0.528
C 1.470 0.396 0.151
C 0.599 -0.643 -0.556
O -0.741 -0.252 -0.420
C -1.625 -1.324 -0.416
N 0.883 0.743 1.392
H 3.378 0.612 1.147
H 3.439 -0.140 -0.388
H 2.864 -1.077 0.986
H 1.635 1.222 -0.566
H 0.780 -1.544 0.057
H 0.934 -0.883 -1.584
H -2.616 -0.876 -0.394
H -1.374 -1.996 0.389
H -1.545 -1.892 -1.357
H 1.477 1.486 1.747
H -0.058 1.184 1.196
```

The frontier orbital gap is 8.61 eV. Its HOMO energy is -0.2993 Ha. Its total charge is 0. The spin multiplicity is 1. The value obtained for the energy above the lowest of the compared OMol25 structures with the same formula, charge and spin is 62.0 kcal/mol.

---

No. 2
Density functional theory data (the ωB97M-V functional and the def2-TZVPD basis) for a molecular structure, C58H35CuI4N4.

Geometry as XYZ:
```
102
Properties=species:S:1:pos:R:3
Cu -0.421 0.592 1.096
I 7.948 -1.405 5.981
C 6.163 -1.119 4.926
C 6.190 -0.987 3.546
C 5.007 -0.807 2.852
C 3.767 -0.770 3.503
C 3.784 -0.847 4.904
C 4.962 -1.035 5.611
C 2.527 -0.561 2.745
C 2.565 0.303 1.562
C 2.665 1.671 1.520
C 2.327 2.089 0.214
C 2.043 0.966 -0.521
C 1.397 0.896 -1.844
C 2.166 0.529 -3.020
C 3.569 0.627 -3.016
C 4.330 0.235 -4.102
C 3.707 -0.284 -5.227
I 4.853 -0.878 -6.875
C 2.327 -0.431 -5.254
C 1.571 -0.039 -4.163
C 0.066 1.291 -1.874
N -0.743 1.324 -0.767
C -1.950 1.816 -1.174
C -3.161 1.831 -0.449
C -4.361 2.448 -1.091
C -4.977 3.552 -0.506
C -6.115 4.121 -1.060
C -6.650 3.578 -2.216
I -8.371 4.424 -3.059
C -6.060 2.479 -2.820
C -4.923 1.922 -2.254
C -3.386 1.236 0.807
C -4.674 0.919 1.389
C -4.430 0.142 2.478
C -2.988 0.002 2.570
N -2.406 0.693 1.577
C -2.281 -0.829 3.479
C -0.900 -1.068 3.491
C -0.282 -1.967 4.472
C 1.043 -1.926 4.275
C 1.290 -0.982 3.187
N 0.072 -0.529 2.702
C -3.120 -1.519 4.502
C -3.733 -0.793 5.522
C -4.530 -1.414 6.473
C -4.719 -2.785 6.407
I -5.912 -3.736 7.842
C -4.130 -3.533 5.400
C -3.341 -2.895 4.455
C -1.864 2.206 -2.572
C -0.647 1.834 -3.016
N 2.228 -0.134 0.298
H 7.130 -1.022 3.012
H 5.037 -0.689 1.778
H 2.864 -0.716 5.454
H 4.940 -1.089 6.691
H 2.875 2.295 2.374
H 2.215 3.100 -0.145
H 4.054 1.039 -2.139
H 5.407 0.335 -4.075
H 1.841 -0.871 -6.116
H 0.506 -0.227 -4.169
H -4.554 3.968 0.399
H -6.576 4.982 -0.594
H -6.484 2.056 -3.721
H -4.453 1.071 -2.726
H -5.636 1.212 0.999
H -5.157 -0.311 3.133
H -0.813 -2.549 5.208
H 1.797 -2.498 4.790
H -3.578 0.277 5.567
H -4.994 -0.834 7.259
H -4.289 -4.602 5.347
H -2.885 -3.471 3.658
H -2.635 2.704 -3.137
H -0.224 1.996 -3.994
C -2.992 -2.767 -4.364
C -3.755 -2.159 -3.378
C -3.210 -1.911 -2.127
C -1.898 -2.281 -1.840
C -1.141 -2.903 -2.833
C -1.682 -3.139 -4.086
C -1.335 -1.939 -0.523
C -0.115 -2.183 -0.137
C 1.111 -2.424 0.253
C 1.420 -3.596 1.073
C 2.679 -3.988 1.291
C 3.794 -3.248 0.709
C 3.603 -2.113 0.040
C 2.251 -1.504 -0.202
H -3.414 -2.951 -5.345
H -4.779 -1.873 -3.587
H -3.794 -1.424 -1.354
H -0.116 -3.185 -2.618
H -1.080 -3.614 -4.850
H -1.964 -1.349 0.141
H 0.582 -4.121 1.515
H 2.886 -4.847 1.915
H 4.799 -3.624 0.853
H 4.441 -1.560 -0.371
H 2.139 -1.385 -1.282
```

The frontier orbital gap (spin up / spin down) is 5.12 / 5.10 eV. Its expectation value of S² is 1.000. Its HOMO energy (spin up / spin down) is -0.1271 / -0.1504 Ha. Its total charge is -1. The spin multiplicity is 2. The value obtained for the energy above the lowest of the compared OMol25 structures with the same formula, charge and spin is 0.0 kcal/mol.

---

No. 3
Density functional theory data (the ωB97M-V functional and the def2-TZVPD basis) for a molecular structure, C58H38BrClF9N2OP2S2SeSn in a non-equilibrium geometry.

Geometry as XYZ:
```
116
Properties=species:S:1:pos:R:3
Sn -1.649 1.407 -0.091
C 3.273 1.535 -0.742
C 1.960 1.454 -0.007
N 0.845 1.434 -0.683
N 0.999 1.479 -2.029
C 0.055 1.869 -2.795
S -1.514 2.449 -2.462
S 0.516 1.910 -4.517
C 0.959 3.712 -4.659
C 0.068 4.633 -3.900
C -1.159 5.023 -4.424
C -1.974 5.892 -3.724
C -1.581 6.371 -2.485
C -0.375 5.965 -1.940
C 0.446 5.102 -2.646
C 1.999 1.488 1.442
C 3.174 1.480 2.124
C 3.261 1.673 3.544
C 2.192 1.984 4.286
C 0.828 2.020 3.703
C 0.724 1.652 2.211
O -1.205 2.980 1.401
H 3.082 1.693 -1.801
H 3.870 2.355 -0.351
H 3.833 0.607 -0.632
H 1.994 3.795 -4.324
H 0.901 3.892 -5.732
H -1.481 4.617 -5.372
H -2.929 6.183 -4.138
H -2.223 7.046 -1.938
H -0.083 6.304 -0.955
H 1.383 4.771 -2.217
H 4.108 1.363 1.599
H 4.246 1.600 3.986
H 2.289 2.186 5.345
H 0.168 1.410 4.333
Cl 1.819 -1.402 0.497
C 1.821 -1.668 2.191
C 2.734 -2.533 2.764
C 2.661 -2.758 4.129
C 1.693 -2.122 4.889
C 0.792 -1.255 4.295
C 0.845 -1.008 2.928
P -0.269 0.087 1.958
C -1.726 0.042 3.057
C -2.177 -1.252 3.331
C -3.367 -1.459 3.999
C -4.133 -0.376 4.403
C -3.706 0.906 4.112
C -2.517 1.117 3.435
C 0.049 3.046 1.904
C 0.163 3.394 3.434
C 0.958 4.588 3.817
C 1.700 5.264 2.941
C 1.640 4.952 1.533
C 0.902 3.950 1.059
H 3.480 -3.014 2.149
H 3.358 -3.438 4.594
H 1.642 -2.295 5.955
H 0.030 -0.785 4.896
H -1.583 -2.095 2.998
H -3.703 -2.468 4.192
H -5.069 -0.536 4.918
H -4.316 1.752 4.393
H -2.233 2.119 3.168
H -0.821 3.442 3.905
H 0.909 4.872 4.862
H 2.282 6.122 3.247
H 2.184 5.596 0.852
H 0.764 3.832 -0.003
F 0.005 -2.988 -8.028
C 0.208 -2.847 -6.713
C 1.392 -3.282 -6.135
F 2.338 -3.881 -6.880
C 1.605 -3.097 -4.773
F 2.765 -3.575 -4.296
C 0.662 -2.486 -3.951
P 0.862 -1.967 -2.179
C 2.680 -2.216 -2.094
C 3.356 -3.179 -1.359
C 4.738 -3.165 -1.315
C 5.450 -2.188 -1.993
C 4.780 -1.220 -2.722
C 3.398 -1.229 -2.764
C 0.108 -3.435 -1.378
C -0.886 -3.182 -0.437
C -1.477 -4.228 0.247
C -1.072 -5.529 0.002
C -0.095 -5.786 -0.947
C 0.490 -4.746 -1.647
C -0.544 -2.103 -4.550
Br -1.883 -1.348 -3.459
C -0.772 -2.279 -5.906
F -1.928 -1.904 -6.458
H 2.799 -3.932 -0.820
H 5.261 -3.923 -0.749
H 6.531 -2.182 -1.951
H 5.334 -0.455 -3.249
H 2.851 -0.477 -3.321
H -1.206 -2.162 -0.255
H -2.258 -4.027 0.965
H -1.528 -6.350 0.537
H 0.212 -6.804 -1.146
H 1.240 -4.953 -2.400
F -7.908 -4.267 2.014
C -7.038 -3.364 1.519
C -6.122 -3.733 0.537
F -6.120 -5.002 0.079
C -5.226 -2.803 0.042
F -4.364 -3.181 -0.911
C -5.201 -1.477 0.493
Se -3.938 -0.246 -0.166
C -6.145 -1.134 1.469
F -6.184 0.129 1.918
C -7.043 -2.052 1.983
F -7.928 -1.695 2.936
```

The frontier orbital gap is 5.38 eV. Its HOMO energy is -0.1440 Ha. Its total charge is -1. The spin multiplicity is 1. The value obtained for the energy above the lowest of the compared OMol25 structures with the same formula, charge and spin is 25.9 kcal/mol.